(1)
C4H16N2O2 | ωB97M-V with the def2-TZVPD basis set

Computed properties:
charge	+1
expectation value of S²	1.77
multiplicity	2
orbital gap (spin up / spin down)	0.2771 / 0.1960	hartree
HOMO (spin up / spin down)	-14.2 / -14.4	eV
energy above the lowest of the compared OMol25 structures with the same formula, charge and spin	7.2346	eV

Cartesian coordinates (Å):
N 1.2684 -1.2220 0.2901
C -0.0050 0.1150 -2.2555
C -0.5456 -0.2957 -0.8839
C 0.3614 -0.0663 0.3105
C -0.4039 -0.0434 1.6632
N 1.9824 -2.7542 2.3662
H 2.5634 -3.6302 2.2343
H 0.3523 -0.0115 2.4382
H -0.8991 0.1022 -2.9112
H 0.3394 1.1437 -2.2307
H 0.7628 -0.5052 -2.6918
H -0.6187 -1.3895 -0.8109
H -1.5449 0.1084 -0.8647
H 0.8507 0.9009 0.1700
H -1.1374 -0.8239 1.8701
H -0.9295 0.9416 1.6507
H 2.5911 -1.9354 2.3077
H 1.3369 -2.6713 1.5353
H -3.1665 2.4511 -2.0507
H 2.2252 -1.0063 0.4276
O -2.3812 2.0855 -1.7092
H -1.3680 2.3661 -0.9021
H -1.0372 3.4580 0.2086
O -0.5968 2.6827 -0.1617

=====

(2)
C16H31N3O24 | ωB97M-V with the def2-TZVPD basis set

Computed properties:
charge	-4
orbital gap	0.1450	hartree
HOMO	1.9	eV
energy above the lowest of the compared OMol25 structures with the same formula, charge and spin	0.6599	eV

Cartesian coordinates (Å):
C -1.5881 -1.3261 0.9852
C -0.7796 -2.5443 1.3236
O 0.2529 -2.8470 0.8471
N -1.0992 -3.0518 2.7257
H -0.2672 -3.1311 3.3258
H -1.5932 -2.3089 3.2350
C -1.8300 -4.3408 2.8664
H -2.6635 -1.4617 1.1069
H -1.2517 -0.9775 0.0145
H -1.2622 -0.5721 1.7226
H -1.1448 -5.1435 2.6046
H -2.7498 -4.4113 2.2966
H -2.0463 -4.4629 3.9263
C 1.4501 0.0061 0.0934
C 0.7701 1.0122 -0.7642
O 0.5396 0.8707 -1.9338
N 0.1826 2.1130 -0.0460
H 0.9374 2.7500 0.3239
H -0.4295 2.6902 -0.6722
C -1.0970 1.8272 0.7653
H 1.9135 -0.8071 -0.4604
H 0.7543 -0.3253 0.8665
H 2.2875 0.4292 0.6595
H -1.0621 2.5846 1.5384
H -1.1955 0.7830 1.0255
H -1.9872 1.9879 0.1548
C 0.6387 -3.6609 -3.1915
C -0.0268 -2.3513 -3.5312
O -1.1716 -2.1362 -3.3388
N 0.8109 -1.3670 -4.2832
H 1.4194 -0.9004 -3.5779
H 1.3884 -1.8636 -4.9575
C 0.1069 -0.3422 -5.1484
H -0.1836 -4.3728 -3.2042
H 0.9010 -3.5014 -2.1375
H 1.5164 -3.9885 -3.7372
H -0.7116 0.0167 -4.5216
H -0.3408 -0.8904 -5.9698
H 0.8034 0.4749 -5.2883
O -4.3055 2.7851 2.1299
C -4.9785 3.7684 2.8384
O -5.2398 3.4983 4.0374
O -5.3200 4.8056 2.2182
H -4.3335 3.2172 1.2614
O -3.4515 -0.2114 -2.0579
C -4.4232 0.3893 -1.2221
O -5.3742 0.9570 -1.7576
O -4.2085 0.2090 0.0092
H -2.8895 -0.4666 -1.3127
O 4.5242 -1.6384 -0.8727
C 4.1626 -1.9508 -2.1534
O 3.2508 -1.2823 -2.7048
O 4.6672 -2.9732 -2.6820
H 5.3186 -2.1671 -0.7234
O -2.1792 4.5838 0.7277
C -1.5588 5.1330 -0.4173
O -1.5819 6.3848 -0.4846
O -1.1776 4.3477 -1.3216
H -2.5769 5.4662 0.8758
O 2.0061 0.2458 4.3389
C 1.0139 0.7066 3.4952
O 0.9087 1.9242 3.2885
O 0.2266 -0.2112 3.0260
H 1.5683 -0.5788 4.0255
O 3.0660 4.0974 -1.0861
C 2.8638 4.5951 0.1870
O 3.8454 5.1983 0.6999
O 1.7970 4.3182 0.7646
H 3.9770 4.3206 -1.2975
O 3.5773 -1.9197 1.9210
C 4.2517 -3.0146 2.3992
O 4.7747 -2.9118 3.5265
O 4.2754 -4.0594 1.6830
H 3.3320 -2.0260 0.9962

=====

(3)
C28H69N11O4P3 | ωB97M-V with the def2-TZVPD basis set

Computed properties:
charge	+1
orbital gap	0.1705	hartree
HOMO	-9.1	eV

Cartesian coordinates (Å):
C 3.2047 -2.6906 8.9942
C 3.1428 -1.8736 7.8324
C 2.8319 -0.9199 6.5376
N 3.4999 0.4670 6.4526
C 3.0628 1.0751 5.1363
C 2.0639 -0.0457 4.4763
N 1.9386 -1.2782 5.3756
C 1.1258 -2.4919 5.0153
C 0.3230 -3.2184 6.2355
C -1.0708 -2.4411 6.7051
C -0.9364 -0.8161 6.7962
O -2.1625 -0.0821 7.1194
C -3.2772 -0.9561 7.5034
H 3.4992 -3.4880 9.8169
H 4.1679 0.9091 7.1479
H 3.3693 2.1032 4.6670
H 1.5216 0.0689 3.4336
H 0.3229 -2.1809 4.1950
H 1.8425 -3.2823 4.4823
H -0.0520 -4.2693 5.8093
H 0.9697 -3.4861 7.1803
H -1.3671 -2.9673 7.7352
H -1.8849 -2.7563 5.8906
H -0.5686 -0.4000 5.7393
H -0.0375 -0.5672 7.5398
H -3.0622 -1.6165 8.4746
H -4.1675 -0.2325 7.8343
H -3.7276 -1.5989 6.6143
O 1.4927 -1.0535 -1.1004
P 2.9451 -0.7840 -1.5645
N 3.3846 -0.0856 -0.0706
C 2.6740 1.0632 0.4860
C 3.5527 -1.0899 0.9880
N 2.5199 0.3563 -2.7542
C 2.7633 1.7841 -2.7110
C 1.2647 0.1183 -3.4717
N 4.6148 -0.4742 -2.0981
C 5.2100 -1.7107 -2.6120
C 5.6355 0.2772 -1.3722
H 3.1546 1.3954 1.4112
H 1.6263 0.8392 0.7035
H 2.7237 1.9221 -0.1765
H 4.2053 -1.8991 0.6412
H 2.5946 -1.5323 1.2841
H 4.0306 -0.6616 1.8751
H 2.0010 2.3131 -2.1298
H 2.7534 2.2081 -3.7227
H 3.7440 2.0411 -2.3084
H 0.4035 0.4647 -2.8873
H 1.1337 -0.9482 -3.6848
H 1.2498 0.6320 -4.4393
H 5.4443 -2.4004 -1.7943
H 6.1230 -1.5127 -3.1833
H 4.5135 -2.2145 -3.2905
H 6.0091 -0.2689 -0.5004
H 5.2836 1.2588 -1.0441
H 6.4913 0.4820 -2.0277
O 2.0982 3.9057 -6.2888
P 2.3553 4.2114 -7.7848
N 3.9979 4.5875 -7.5146
C 4.4096 5.6284 -6.5755
C 4.8132 3.3899 -7.2730
N 1.3411 5.5768 -7.8418
C 1.7567 6.9592 -7.9680
C 0.1279 5.5272 -7.0215
N 2.6509 4.5627 -9.5045
C 2.2112 3.4316 -10.3258
C 3.8706 5.1218 -10.0818
H 5.4961 5.7558 -6.6021
H 4.1146 5.4019 -5.5475
H 4.0093 6.5983 -6.8547
H 4.6278 2.6427 -8.0529
H 4.5839 2.9310 -6.3045
H 5.8833 3.6192 -7.3081
H 2.0492 7.3896 -7.0047
H 0.9386 7.5736 -8.3638
H 2.5784 7.0986 -8.6719
H 0.3462 5.7813 -5.9771
H -0.3210 4.5284 -7.0496
H -0.6361 6.2210 -7.3894
H 2.9017 2.5872 -10.2291
H 2.1309 3.7066 -11.3827
H 1.2185 3.0948 -10.0087
H 4.6957 4.4028 -10.0807
H 4.2001 6.0313 -9.5727
H 3.6928 5.4219 -11.1221
O -4.9480 -2.5792 4.1115
P -6.3498 -2.7914 3.4891
N -6.7850 -3.9606 4.6537
C -5.9965 -5.1720 4.8669
C -7.0866 -3.3622 5.9608
N -5.7747 -3.4577 2.0325
C -5.8893 -4.8382 1.6072
C -4.5179 -2.9120 1.5130
N -7.9613 -3.0353 2.7735
C -8.6446 -1.7463 2.6361
C -8.9386 -4.0516 3.1550
H -6.4826 -5.8165 5.6057
H -4.9833 -4.9535 5.2142
H -5.9411 -5.7754 3.9658
H -7.7951 -2.5345 5.8432
H -6.1855 -2.9691 6.4452
H -7.5596 -4.0851 6.6335
H -5.1066 -5.4681 2.0423
H -5.7996 -4.9148 0.5165
H -6.8583 -5.2811 1.8411
H -3.6535 -3.3632 2.0154
H -4.4755 -1.8268 1.6560
H -4.4170 -3.0871 0.4362
H -8.9736 -1.3730 3.6116
H -9.5117 -1.8174 1.9712
H -7.9693 -1.0028 2.1996
H -9.3955 -3.8414 4.1271
H -8.5129 -5.0581 3.1803
H -9.7447 -4.0979 2.4121

=====

(4)
C35H28ClMgN3O6Si | ωB97M-V with the def2-TZVPD basis set

Computed properties:
charge	0
orbital gap	0.3114	hartree
HOMO	-8.8	eV

Cartesian coordinates (Å):
Mg 0.0251 1.8339 -0.7438
O 2.2852 2.2723 -0.2898
C 2.5679 2.6843 1.0301
C 1.4014 2.4982 1.9552
C 1.7176 2.6467 3.3139
C 0.7066 2.5393 4.2434
C -0.5879 2.3598 3.7632
C -0.8305 2.2405 2.4021
N 0.1542 2.2626 1.4687
H 2.5717 2.9436 -0.9136
H 2.8735 3.7528 1.0881
H 3.4277 2.0850 1.4018
H 2.7363 2.8309 3.6278
H 0.8833 2.6545 5.3115
H -1.4521 2.3340 4.4220
H -1.8288 2.0542 2.0198
O -3.9544 6.2221 -0.6799
C -4.6389 5.0938 -0.5601
O -5.8294 5.0697 -0.3705
C -3.9133 3.7496 -0.7009
C -4.4354 2.4668 -0.4315
Cl -6.0191 2.0196 -0.0728
N -3.4279 1.4998 -0.4737
N -2.2227 2.1475 -0.7065
C -2.4962 3.4827 -0.8581
C -1.3762 4.3467 -1.1619
O -1.5013 5.6123 -1.0525
O -0.2541 3.7441 -1.4671
C -3.5779 0.1069 -0.3535
C -4.6480 -0.6296 -0.9467
C -4.7125 -2.0100 -0.8594
C -3.7698 -2.7333 -0.1121
C -2.7582 -2.0446 0.5074
C -2.6424 -0.6682 0.3579
H -2.9524 6.0506 -0.8125
H -5.4121 -0.1080 -1.5182
H -5.5259 -2.5416 -1.3386
H -3.8213 -3.8141 -0.0806
H -1.9940 -2.5675 1.0654
H -1.7887 -0.1873 0.7960
O 0.2687 -0.0421 -1.0820
Si 1.2796 -1.2439 -0.7365
C 2.8017 -1.1667 -1.7982
C 2.8328 -0.1815 -2.7720
C 3.9521 -0.0276 -3.5786
C 4.9803 -0.9672 -3.5197
C 4.9168 -2.0033 -2.5962
C 3.8455 -2.0751 -1.7138
C 0.3485 -2.8274 -1.1966
C -0.5587 -2.6912 -2.2408
C -1.3237 -3.7663 -2.6491
C -1.0965 -5.0170 -2.0874
C -0.1780 -5.1551 -1.0493
C 0.5413 -4.0678 -0.6141
C 1.9317 -1.4990 1.0400
C 3.2015 -1.0544 1.4490
C 3.5501 -1.0062 2.7942
C 2.7000 -1.4380 3.7850
C 1.4709 -1.9302 3.4050
C 1.1090 -1.9414 2.0684
H 2.0187 0.5434 -2.8308
H 4.0055 0.8061 -4.2792
H 5.8255 -0.9027 -4.1880
H 5.7026 -2.7480 -2.5486
H 3.8338 -2.8523 -0.9727
H -0.7127 -1.7106 -2.6933
H -2.0850 -3.6831 -3.4194
H -1.6517 -5.8835 -2.4264
H -0.0625 -6.1172 -0.5713
H 1.2543 -4.1830 0.1889
H 3.9310 -0.7876 0.6985
H 4.5217 -0.5897 3.0628
H 2.9890 -1.4325 4.8465
H 0.7645 -2.3506 4.1262
H 0.1127 -2.3078 1.8296